4 unconnected molecules or ions with the total composition C26H33BBr2, computed with ωB97M-V/def2-TZVPD.

HOMO energy: -9.231 eV
gap between HOMO and LUMO: 9.0 eV
energy above the lowest of the compared OMol25 structures with the same formula, charge and spin: 0.0 kcal/mol
max |F|: 0.19 eV Å⁻¹
SMILES: CCC[C@@H](C)B/C(Br)=C(\C)Br.c1ccccc1.c1ccccc1.c1ccccc1
E_tot: -6183.3641 Ha
M: 516.17 g mol⁻¹

Each line ends with the natural charge from an NBO analysis.
Geometry (Å):
Br1 1.863 -1.228 0.908  0.070
Br2 -0.750 -1.282 -1.120  0.073
C1 -3.623 7.701 4.110  -0.202
C2 0.478 -2.722 -1.052  -0.023
C3 1.191 4.769 2.220  -0.220
C4 -3.350 -2.749 -3.971  -0.218
C5 0.095 5.121 1.444  -0.225
C6 1.531 3.432 2.374  -0.233
C7 3.234 -4.668 -1.229  -0.623
C8 0.126 -3.826 -2.011  -0.666
C9 1.535 -2.714 -0.234  -0.484
C10 -2.360 7.870 6.149  -0.213
C11 -2.719 6.763 3.629  -0.219
C12 0.775 2.448 1.752  -0.153
C13 -5.440 -3.478 -4.908  -0.212
C14 3.795 -3.723 -2.338  -0.371
C15 -3.864 -2.921 -2.692  -0.224
C16 -0.660 4.137 0.821  -0.206
C17 -4.138 -3.028 -5.080  -0.213
C18 4.255 -5.711 -0.764  -0.598
C19 -5.166 -3.370 -2.522  -0.201
C20 5.201 -3.192 -2.071  -0.405
C21 -1.636 6.379 4.407  -0.214
C22 -0.320 2.799 0.975  -0.233
C23 -1.457 6.932 5.668  -0.213
C24 5.296 -2.375 -0.786  -0.614
C25 -3.443 8.254 5.370  -0.219
C26 -5.954 -3.648 -3.630  -0.216
B1 2.634 -3.810 -0.063  0.697
H1 4.958 -5.302 -0.036  0.207
H2 -4.469 7.999 3.504  0.210
H3 -0.936 -3.810 -2.244  0.240
H4 2.386 3.156 2.979  0.212
H5 -2.221 8.302 7.132  0.211
H6 -2.337 -2.389 -4.100  0.213
H7 -6.970 -3.998 -3.498  0.213
H8 3.132 -2.859 -2.460  0.201
H9 -0.935 5.646 4.029  0.222
H10 0.369 -4.800 -1.595  0.229
H11 -2.858 6.328 2.647  0.212
H12 -1.515 4.411 0.216  0.210
H13 6.331 -2.140 -0.535  0.219
H14 -5.567 -3.502 -1.525  0.212
H15 -3.238 -2.702 -1.837  0.217
H16 -4.148 8.985 5.746  0.211
H17 -0.905 2.029 0.490  0.214
H18 0.674 -3.700 -2.948  0.236
H19 1.033 1.403 1.865  0.203
H20 1.778 5.538 2.706  0.214
H21 4.832 -6.114 -1.601  0.205
H22 -0.173 6.164 1.329  0.216
H23 2.423 -5.219 -1.717  0.243
H24 4.870 -2.907 0.069  0.207
H25 5.478 -2.548 -2.910  0.209
H26 5.925 -4.009 -2.067  0.199
H27 -0.613 6.631 6.275  0.211
H28 4.757 -1.430 -0.886  0.212
H29 -3.739 -2.892 -6.077  0.212
H30 3.078 -3.919 1.041  -0.077
H31 3.750 -6.552 -0.286  0.212
H32 -6.055 -3.696 -5.772  0.213
H33 3.777 -4.261 -3.290  0.207

A molecular structure, C26H33BBr45NO4 at a distorted geometry, computed with ωB97M-V/def2-TZVPD.

HOMO energy: -9.112 eV
gap between HOMO and LUMO: 8.6 eV
max |F|: 2.66 eV Å⁻¹
E_tot: -117221.5692 Ha
M: 4030.04 g mol⁻¹

Each line ends with the Löwdin charge.
Geometry (Å):
Br1 -7.435 2.567 -5.677  0.562
Br2 4.195 7.785 -2.481  0.563
Br3 7.351 8.491 -5.539  0.557
Br4 4.242 1.480 -0.867  0.547
Br5 -0.338 -1.726 5.092  0.604
Br6 -0.736 7.609 3.156  0.576
Br7 5.309 8.169 3.642  0.565
Br8 -3.618 -10.618 2.641  0.581
Br9 6.064 3.435 2.384  0.564
Br10 3.171 5.771 3.864  0.572
Br11 -4.769 -0.127 -6.671  0.528
Br12 7.684 1.935 -3.348  0.556
Br13 5.220 0.355 2.527  0.658
Br14 -5.447 -5.254 2.029  0.573
Br15 -4.409 -1.149 -9.681  0.581
Br16 -3.412 0.154 -2.524  0.553
Br17 -7.448 -4.511 4.411  0.580
Br18 -5.988 2.780 -2.837  0.553
Br19 7.316 10.225 -2.854  0.548
Br20 -5.908 -2.197 2.823  0.560
Br21 7.815 -0.593 -1.390  0.548
Br22 -4.948 -3.258 -7.337  0.557
Br23 -7.726 -2.197 -4.575  0.543
Br24 -2.186 0.820 4.520  0.567
Br25 -2.002 -7.982 1.807  0.650
Br26 -0.376 -0.582 -3.199  0.625
Br27 -2.738 -2.518 -4.151  0.575
Br28 5.251 4.828 -1.867  0.521
Br29 -7.554 -4.734 -2.637  0.563
Br30 -4.053 -7.894 4.258  0.559
Br31 -7.517 9.508 -0.928  0.567
Br32 1.395 2.764 -0.211  0.560
Br33 -4.702 8.206 -1.711  0.551
Br34 4.715 2.259 5.042  0.563
Br35 -8.994 -4.988 -5.485  0.565
Br36 6.455 -0.873 -4.273  0.572
Br37 2.554 2.906 -3.184  0.569
Br38 -3.456 -1.796 5.823  0.581
Br39 -6.128 5.340 -4.749  0.577
Br40 -0.281 6.597 0.154  0.565
Br41 -0.886 4.485 2.482  0.539
Br42 -6.437 9.714 -3.933  0.557
Br43 4.490 6.791 0.548  0.521
Br44 5.607 5.953 5.924  0.569
Br45 5.826 11.303 -5.469  0.561
O1 3.374 -2.235 -1.067  0.124
O2 0.601 -5.711 -0.989  0.152
O3 1.419 -7.192 0.526  0.165
O4 -0.376 -3.618 -1.188  0.147
N1 1.798 -1.099 0.446  -0.099
C1 -5.841 -4.018 3.459  -1.630
C2 -0.607 -4.786 2.625  -0.251
C3 4.820 2.152 3.116  -1.580
C4 1.921 -4.506 3.317  -0.191
C5 -1.874 -0.700 5.668  -1.601
C6 -6.028 3.413 -4.661  -1.623
C7 1.234 -6.067 0.206  -0.390
C8 7.309 10.270 -4.785  -1.632
C9 -3.642 -8.689 2.547  -1.619
C10 0.632 -5.365 3.410  -0.189
C11 7.818 0.010 -3.227  -1.622
C12 -1.898 -4.627 3.481  -0.145
C13 2.815 -4.794 2.070  -0.099
C14 -7.598 -4.120 -4.469  -1.644
C15 0.533 -4.336 -0.913  -0.369
C16 1.935 -4.837 0.817  -0.068
C17 -2.138 -1.271 -2.805  -1.603
C18 4.116 6.275 -1.278  -1.594
C19 0.331 -1.037 0.495  -0.090
C20 -4.151 -1.560 -7.812  -1.618
C21 2.482 1.888 -1.544  -1.578
C22 2.398 -0.904 1.787  -0.107
C23 4.375 6.945 4.818  -1.577
C24 -0.078 6.184 2.031  -1.639
C25 -6.480 8.656 -2.317  -1.647
C26 1.690 -3.806 -0.034  0.092
B1 2.281 -2.326 -0.176  -0.494
H1 3.622 -4.054 1.949  0.117
H2 2.528 -4.744 4.217  0.115
H3 0.314 -5.358 4.473  0.100
H4 -0.136 -1.950 0.932  0.083
H5 8.775 -0.268 -3.649  -0.032
H6 -4.441 -8.414 1.869  -0.042
H7 1.777 -0.220 2.397  0.096
H8 3.257 -5.789 2.243  0.125
H9 -6.978 7.725 -2.561  -0.054
H10 -3.085 -1.655 -7.651  -0.032
H11 0.983 6.094 2.222  -0.114
H12 1.626 -3.446 3.427  0.066
H13 3.839 2.401 2.728  -0.030
H14 4.217 -2.381 -0.623  0.102
H15 3.449 -0.522 1.751  -0.087
H16 -2.062 -1.820 -1.874  -0.047
H17 8.216 10.770 -5.096  -0.033
H18 -0.801 -5.499 1.780  0.042
H19 -0.038 -0.890 -0.535  0.020
H20 -2.675 -5.270 3.028  -0.015
H21 2.436 -1.890 2.310  0.069
H22 3.097 5.904 -1.298  -0.048
H23 -0.329 -3.832 2.137  0.083
H24 -1.649 -0.319 6.656  -0.028
H25 -5.089 3.124 -5.118  -0.034
H26 0.799 -6.438 3.184  0.110
H27 -5.021 -4.078 4.165  -0.059
H28 2.005 0.942 -1.775  -0.065
H29 -2.304 -3.600 3.415  0.039
H30 -0.019 -0.172 1.093  0.086
H31 -1.762 -4.923 4.538  0.073
H32 -6.655 -4.400 -4.921  -0.063
H33 3.767 7.547 5.480  -0.026

- Look up the E_tot of the first one.
  -6183.3641 Ha

- M of number 2 (C26H33BBr45NO4)?
  4030.04 g mol⁻¹